No. 1
Formula: C14H28N3O5PS
Source: the OMol25 dataset
Level of theory: ωB97M-V/def2-TZVPD

Atoms and positions in Å:
1 O -3.4371 -3.0639 -3.4085
2 S -2.0301 -3.2286 -4.1035
3 O -1.9846 -2.3423 -5.3707
4 O -1.8159 -4.8974 -4.3775
5 C -0.7893 -2.5200 -2.8403
6 C 0.7538 -2.5070 -3.3947
7 C 1.8502 -1.9946 -2.2402
8 P 1.0029 -1.2538 -0.6947
9 C -0.0809 -0.5135 0.7195
10 C -1.1417 0.6767 0.3944
11 C -1.9556 1.0806 1.7426
12 C -1.6412 0.3288 3.1240
13 N -0.6515 -0.7266 3.4786
14 C 0.0620 -1.0661 2.2170
15 H -1.9738 -5.4161 -3.5210
16 H -1.2178 -1.4347 -2.5846
17 H -0.9415 -3.1740 -1.8696
18 H 0.8961 -1.8813 -4.4005
19 H 1.0708 -3.6302 -3.6309
20 H 2.5504 -2.8852 -1.8905
21 H 2.5514 -1.2231 -2.8212
22 H 0.3509 -0.2986 -1.5857
23 H 0.4832 -2.5496 -0.3409
24 H 2.2393 -0.8328 -0.0875
25 H -1.2715 1.1184 -0.6812
26 H -2.7798 1.9246 1.7005
27 H -2.3181 0.6687 4.0498
28 H 0.8899 -1.9182 2.3559
29 C -4.7655 5.7598 -0.7330
30 N -4.4632 4.8292 0.3339
31 C -5.5306 4.0109 0.8713
32 C -3.1924 4.6993 0.8521
33 O -2.8673 3.9347 1.7518
34 H -5.5198 6.4690 -0.3803
35 H -5.1566 5.2017 -1.5886
36 H -3.8720 6.3097 -1.0412
37 H -5.6335 4.2167 1.9411
38 H -5.2721 2.9559 0.7389
39 H -6.4745 4.2250 0.3629
40 H -2.4592 5.3676 0.3715
41 C 6.4425 -1.3969 3.2597
42 N 5.4165 -1.1598 2.2663
43 C 5.7393 -1.3538 0.8677
44 C 4.1445 -0.7557 2.6113
45 O 3.2311 -0.5376 1.8253
46 H 7.2848 -0.7269 3.0649
47 H 6.7740 -2.4366 3.1842
48 H 6.0636 -1.2134 4.2689
49 H 5.5806 -0.4133 0.3314
50 H 5.0725 -2.1142 0.4501
51 H 6.7787 -1.6724 0.7521
52 H 4.0082 -0.6392 3.6990

calculated total energy: -49792.4555 eV
orbital gap: 8.18 eV
largest force on an atom: 0.153 hartree/bohr
structure (SMILES): O=S(=O)(O)CCC[PH3]c1cccnc1.CN(C)C=O.CN(C)C=O
lowest unoccupied orbital energy: 0.1566 eV
HOMO: -8.022 eV

No. 2
Formula: C14H29As2F12MnN3O2
Source: the OMol25 dataset
Level of theory: ωB97M-V/def2-TZVPD

Atoms and positions in Å:
1 Mn 0.2271 0.0659 -0.5717
2 As -1.2987 -3.1742 -2.2345
3 F -0.3443 -1.7462 -1.7628
4 F -0.6320 -2.9750 -3.8060
5 F -2.2117 -4.5186 -2.7055
6 F -1.9155 -3.2486 -0.6261
7 F -2.5745 -2.0799 -2.6530
8 F 0.0482 -4.1375 -1.7639
9 As 3.4748 0.8720 1.3977
10 F 2.4785 1.5998 2.6107
11 F 4.9019 1.4847 2.1131
12 F 4.3578 0.1062 0.1287
13 F 1.9772 0.2325 0.6583
14 F 3.2689 2.2716 0.4012
15 F 3.5385 -0.5769 2.3191
16 C 1.2765 -2.3112 4.3056
17 C 1.4712 -3.4429 3.3189
18 C 0.3532 -3.6425 2.3009
19 C 0.0567 -2.4293 1.5589
20 N -0.1423 -1.4615 0.9845
21 H 0.3373 -2.4030 4.8600
22 H 1.2919 -1.3460 3.7995
23 H 2.0767 -2.3315 5.0437
24 H 1.6477 -4.3986 3.8158
25 H 2.3880 -3.2542 2.7494
26 H -0.5917 -3.9915 2.7289
27 H 0.6464 -4.4121 1.5828
28 C -2.9439 4.2774 0.9082
29 C -2.7578 3.7477 2.3224
30 C -1.3180 3.3521 2.6436
31 C -0.7940 2.3917 1.6637
32 N -0.3916 1.6342 0.9085
33 H -3.9796 4.5595 0.7357
34 H -2.6525 3.5311 0.1627
35 H -2.3074 5.1452 0.7137
36 H -3.4267 2.8950 2.4803
37 H -3.1098 4.4910 3.0400
38 H -1.2045 2.8685 3.6132
39 H -0.6724 4.2313 2.5834
40 C 2.6841 -1.7123 -1.8439
41 O 1.9791 -0.4870 -1.8857
42 C 2.0678 0.1741 -3.1248
43 C 1.4693 1.5617 -2.9629
44 N 0.2012 1.5530 -2.1941
45 C -0.9357 1.1106 -3.0611
46 C -2.2254 0.9479 -2.2769
47 O -1.9356 0.3087 -1.0463
48 C -3.0894 0.0419 -0.2772
49 H 2.2416 -2.4397 -2.5364
50 H 2.6091 -2.1174 -0.8393
51 H 3.7340 -1.5644 -2.1019
52 H 1.5270 -0.3886 -3.8970
53 H 3.1164 0.2711 -3.4176
54 H 1.3271 2.0097 -3.9544
55 H 2.1642 2.2181 -2.4358
56 H 0.0187 2.5319 -1.9913
57 H -0.6646 0.1379 -3.4765
58 H -1.0810 1.8165 -3.8821
59 H -2.9267 0.3480 -2.8587
60 H -2.6782 1.9263 -2.0556
61 H -2.7938 -0.5505 0.5860
62 H -3.8047 -0.5527 -0.8498
63 H -3.5537 0.9788 0.0537

calculated total energy: -209170.3830 eV
orbital gap (alpha / beta): 9.73 / 10.77 eV
spin multiplicity: 6
largest force on an atom: 0.026 hartree/bohr
lowest unoccupied orbital energy (alpha / beta): 0.0218 / 0.0111 eV
HOMO (alpha / beta): -9.705 / -10.757 eV

No. 3
Formula: C14H29BN4
Source: the OMol25 dataset
Level of theory: ωB97M-V/def2-TZVPD

Atoms and positions in Å:
1 B 1.7705 1.0942 1.9191
2 C 0.3923 1.9593 2.0320
3 N -0.5550 1.3365 1.0819
4 C -1.8133 0.8709 1.6705
5 H 2.4767 1.2993 0.9884
6 H 1.9776 0.2899 2.7653
7 H 0.0160 1.9742 3.0608
8 H 0.6585 2.9972 1.7707
9 H -0.7143 1.9190 0.2533
10 H -1.7107 -0.2302 1.7711
11 H -2.0159 1.2525 2.6786
12 H -2.6949 1.1019 1.0612
13 C -1.6331 -1.8730 -2.8135
14 C -1.6954 -0.3879 -3.1532
15 C -0.4356 0.3713 -2.7372
16 C -0.2481 0.2623 -1.2710
17 N -0.1052 0.1752 -0.0997
18 H -1.5552 -2.0345 -1.7369
19 H -2.5381 -2.3796 -3.1542
20 H -0.7764 -2.3486 -3.2949
21 H -2.5692 0.0519 -2.6651
22 H -1.8374 -0.2736 -4.2297
23 H -0.5253 1.4247 -3.0182
24 H 0.4432 -0.0398 -3.2420
25 C 3.7594 1.7602 -2.5812
26 C 4.8090 1.3127 -3.5936
27 C 4.4053 1.6081 -5.0424
28 C 3.1593 0.8984 -5.3780
29 N 2.1960 0.3498 -5.6375
30 H 2.8165 1.2281 -2.7187
31 H 4.1000 1.5576 -1.5657
32 H 3.5646 2.8317 -2.6661
33 H 4.9864 0.2422 -3.4722
34 H 5.7515 1.8205 -3.3789
35 H 5.1895 1.2836 -5.7269
36 H 4.2521 2.6786 -5.1870
37 C -3.7361 -2.2915 5.7937
38 C -3.4362 -2.1977 4.3018
39 C -1.9718 -2.4982 3.9675
40 C -1.0851 -1.5330 4.6402
41 N -0.4020 -0.7817 5.1559
42 H -3.1661 -1.5565 6.3641
43 H -4.7929 -2.0994 5.9815
44 H -3.4984 -3.2850 6.1796
45 H -3.6964 -1.1972 3.9485
46 H -4.0732 -2.9031 3.7646
47 H -1.8089 -2.4320 2.8909
48 H -1.7042 -3.5060 4.2882

calculated total energy: -21619.3282 eV
orbital gap: 6.64 eV
largest force on an atom: 0.170 hartree/bohr
lowest unoccupied orbital energy: 0.7270 eV
HOMO: -5.911 eV

No. 4
Formula: C14H29F2N3O4S
Source: the OMol25 dataset
Level of theory: ωB97M-V/def2-TZVPD

Atoms and positions in Å:
1 C -1.8725 3.2817 -4.2688
2 C -1.8161 4.7204 -3.4769
3 C -1.7494 4.5539 -1.8140
4 C -1.5640 6.1185 -1.2520
5 O -1.3424 7.1399 -2.1257
6 O -1.6654 6.5054 0.1674
7 N -0.4605 3.8140 -1.5301
8 F 0.5529 4.7196 -1.7466
9 C -0.3262 3.3948 -0.0829
10 N -0.7234 1.9254 -0.0118
11 C -0.9793 1.4842 1.4124
12 S -3.3011 3.7299 -1.1650
13 O -3.5655 2.3046 -1.7065
14 O -4.5121 4.6149 -1.6559
15 F -3.4292 3.6576 0.5432
16 H -2.9543 3.2234 -4.7677
17 H -1.7543 2.3377 -3.5872
18 H -1.1032 3.1908 -5.1615
19 H -0.8452 5.2803 -3.8878
20 H -2.7659 5.3319 -3.7832
21 H 0.8291 3.4319 0.2015
22 H -0.9053 4.0612 0.6851
23 H 0.0352 1.3819 -0.4788
24 H -0.8221 2.3781 2.1511
25 H -2.0728 1.0813 1.5887
26 H -0.1527 0.6709 1.6773
27 C 3.4324 -5.2378 0.8135
28 C 3.1691 -3.8096 0.3559
29 C 2.6847 -2.8452 1.4416
30 N 1.2187 -2.9160 1.9143
31 C 1.1993 -2.3790 3.3525
32 C 0.2877 -2.0717 1.0343
33 C -0.0904 -2.9951 -0.1036
34 C -0.1114 -4.3899 0.5071
35 C 0.5214 -4.2737 1.8872
36 H 2.5208 -5.8327 0.8634
37 H 4.0840 -5.7446 0.0943
38 H 3.9250 -5.2604 1.7904
39 H 2.5311 -3.8069 -0.5305
40 H 4.1371 -3.4191 0.0140
41 H 2.8387 -1.8129 1.0956
42 H 3.3212 -2.9723 2.3258
43 H 1.5943 -1.3545 3.3375
44 H 1.8252 -3.0317 3.9679
45 H 0.1730 -2.3835 3.7269
46 H -0.6001 -1.8209 1.6313
47 H 0.7911 -1.1503 0.7242
48 H 0.6474 -2.9348 -0.9078
49 H -1.0534 -2.7251 -0.5472
50 H 0.4255 -5.1023 -0.1301
51 H -1.1359 -4.7611 0.5963
52 H 1.2110 -5.0590 2.1873
53 H -0.2818 -4.2441 2.6336

calculated total energy: -43907.3578 eV
orbital gap: 5.25 eV
largest force on an atom: 0.167 hartree/bohr
lowest unoccupied orbital energy: -1.1071 eV
HOMO: -6.356 eV